The following is a DFT calculation (wB97M-V/def2-TZVPD) of C11H26N2NiO3S as an isolated structure.

Output
M   325.10 g mol⁻¹
Total energy   -2675.8703 a.u.
Spin multiplicity   3
Highest occupied orbital energy (spin up / spin down)   -15.55 / -15.52 eV
Strongest force on any atom   0.64 eV/Å
Net charge   +2
Frontier orbital gap (spin up / spin down)   9.64 / 7.82 eV

Each line ends with the Löwdin spin population.
CARTESIAN COORDINATES (ANGSTROEM)
Ni -0.51283 0.03085 0.80338  1.727
C -0.12758 -1.39314 3.42753  0.004
O -1.05822 -1.12215 2.34799  0.058
C -1.62855 -2.32355 1.78667  0.002
C -2.69306 -1.90084 0.79460  0.002
O -2.16426 -0.83488 -0.03944  0.062
C -3.10059 0.21970 -0.35155  0.003
C -3.17727 1.16553 0.82180  0.001
O -1.81566 1.52914 1.13584  0.036
C -1.73278 2.37063 2.31065  0.002
H -0.63540 -1.98772 4.18482  0.002
H 0.15957 -0.43184 3.84562  0.000
H 0.74433 -1.92162 3.04189  0.000
H -2.07951 -2.91042 2.58888  0.001
H -0.83761 -2.91376 1.31652  0.000
H -3.59211 -1.55164 1.30145  0.000
H -2.95303 -2.73844 0.14713  0.001
H -4.07367 -0.19539 -0.61324  0.001
H -2.68875 0.71996 -1.22814  0.000
H -3.62035 0.69774 1.70510  0.000
H -3.74420 2.06436 0.57359  0.001
H -2.36098 3.24756 2.16354  0.001
H -0.69564 2.68002 2.41175  0.000
H -2.05955 1.80859 3.18604  0.000
C 0.38116 -1.03674 -2.95622  0.002
N 1.38575 -0.06731 -2.51118  0.005
C 1.61859 1.04118 -3.44329  0.000
C 1.91915 -0.10698 -1.29586  0.015
S 1.18110 -1.14210 -0.06546  0.058
N 3.03738 0.55379 -1.00883  0.010
C 3.45864 0.79112 0.37198  0.001
C 4.13030 0.71137 -1.98297  0.001
H 0.40367 -1.05831 -4.04292  0.000
H -0.61636 -0.74418 -2.62384  0.000
H 0.61236 -2.02781 -2.57942  0.001
H 0.65139 1.33748 -3.84707  0.000
H 2.26076 0.74270 -4.27093  0.000
H 2.05989 1.88439 -2.91984  0.000
H 2.61403 1.08912 0.98892  0.001
H 4.17869 1.60630 0.36130  0.000
H 3.92369 -0.09650 0.80174  0.000
H 3.87863 0.24085 -2.92592  0.000
H 5.00657 0.20948 -1.57277  0.000
H 4.36231 1.76343 -2.13983  0.000



The following is a DFT calculation (wB97M-V/def2-TZVPD) of C11H26N2O3PdS as an isolated structure.

Output
M   372.83 g mol⁻¹
Total energy   -1295.3684 a.u.
Spin multiplicity   1
Highest occupied orbital energy (spin up / spin down)   -15.99 / -16.04 eV
Strongest force on any atom   1.88 eV/Å
Net charge   +2
Frontier orbital gap (spin up / spin down)   6.39 / 6.65 eV

Each line ends with the natural charge from an NBO analysis.
CARTESIAN COORDINATES (ANGSTROEM)
Pd -0.32337 0.06136 -0.63189  0.944
C 2.15313 0.14396 -2.56819  -0.272
O 1.93453 0.63996 -1.23949  -0.559
C 2.07273 2.05136 -1.10869  -0.098
C 0.82733 2.79706 -1.58639  -0.110
O -0.24867 2.38336 -0.73329  -0.569
C -1.53037 2.89866 -1.09079  -0.099
C -2.25147 1.98506 -2.08299  -0.108
O -2.43087 0.71116 -1.46119  -0.583
C -3.23897 -0.16684 -2.24259  -0.259
H 3.07513 0.57476 -2.96939  0.215
H 1.31943 0.37686 -3.24469  0.183
H 2.27453 -0.94044 -2.49179  0.220
H 2.94783 2.38926 -1.66929  0.224
H 2.21423 2.24336 -0.03919  0.219
H 0.61623 2.55716 -2.63769  0.195
H 0.97943 3.87806 -1.49029  0.231
H -1.43147 3.90726 -1.50499  0.226
H -2.09847 2.94616 -0.15499  0.226
H -1.67837 1.86936 -3.01409  0.191
H -3.22887 2.41746 -2.32259  0.228
H -4.19337 0.32176 -2.46619  0.211
H -3.42497 -1.06174 -1.64699  0.212
H -2.74367 -0.43784 -3.18209  0.194
C 2.63583 -2.11354 0.92031  -0.425
N 1.54603 -1.77774 1.81171  -0.339
C 1.95273 -1.14624 3.05491  -0.428
C 0.28103 -1.83224 1.40981  0.369
S -0.03527 -2.14994 -0.30579  -0.003
N -0.75037 -1.72084 2.24981  -0.392
C -0.73527 -2.24314 3.60811  -0.420
C -2.05677 -1.30944 1.77131  -0.402
H 3.48733 -2.44614 1.51291  0.243
H 2.93523 -1.23534 0.33891  0.224
H 2.34603 -2.91774 0.24291  0.240
H 2.80753 -0.50194 2.84671  0.238
H 2.26903 -1.88514 3.79561  0.241
H 1.15273 -0.53134 3.46221  0.227
H 0.17693 -2.79444 3.80661  0.229
H -1.57127 -2.93604 3.71901  0.241
H -0.84877 -1.44594 4.34341  0.229
H -1.95767 -0.42564 1.10571  0.182
H -2.64927 -1.01434 2.63611  0.249
H -2.57727 -2.11954 1.24931  0.237



The following is a DFT calculation (wB97M-V/def2-TZVPD) of a 3-piece molecular cluster, C11H26NO8S2 overall.

Output
M   364.46 g mol⁻¹
Total energy   -1887.6811 a.u.
Spin multiplicity   1
Highest occupied orbital energy   -2.09 eV
Strongest force on any atom   3.86 eV/Å
Net charge   -1
Frontier orbital gap   4.56 eV

Each line ends with the natural charge from an NBO analysis.
CARTESIAN COORDINATES (ANGSTROEM)
C -0.73655 2.86009 -0.78536  -0.640
C -0.73000 2.09141 0.64493  -0.214
N 0.62788 1.71577 1.09292  -0.820
C 0.83927 2.02226 2.50508  0.034
O 1.80784 3.13154 2.74797  -0.596
C 1.19269 4.31368 2.29276  0.809
C 0.12265 5.16099 3.12424  -0.739
O 1.50404 4.75362 1.16440  -0.590
H -1.80411 3.12127 -1.10874  0.163
H -0.15139 3.83384 -0.72376  0.202
H -0.20735 2.22110 -1.58876  0.213
H -1.34797 1.12904 0.45221  0.121
H -1.32445 2.72919 1.38787  0.122
H -0.11572 2.24015 3.09687  0.112
H 1.32277 1.09305 2.98547  0.152
H -0.90989 5.06578 2.63298  0.240
H 0.11327 4.89743 4.22870  0.213
H 0.44824 6.25474 3.02734  0.225
O 1.78578 -3.26830 3.71127  -0.952
S 1.08707 -2.35775 2.83893  2.360
O 0.33233 -1.24788 3.34893  -0.904
O 0.14650 -3.21462 1.83663  -0.717
C -0.79605 -4.12252 2.40143  -0.073
C -2.00144 -3.39727 2.97334  -0.641
C 2.21920 -1.74979 1.62276  -0.889
H -0.31726 -4.75192 3.15728  0.188
H -1.12504 -4.77972 1.59306  0.184
H -1.72179 -2.79237 3.83824  0.230
H -2.76421 -4.11083 3.29243  0.202
H -2.43136 -2.72077 2.23149  0.224
H 2.76842 -2.59010 1.19855  0.229
H 2.90427 -1.06321 2.12014  0.263
H 1.65649 -1.22080 0.85220  0.286
O -0.41130 0.50010 -2.83373  -0.903
S 0.43100 -0.11924 -3.81797  2.364
O 0.64348 0.46870 -5.11414  -0.940
O -0.03304 -1.65940 -4.00958  -0.723
C -1.39528 -1.92013 -4.34223  -0.076
C -1.68763 -1.61097 -5.79998  -0.639
C 2.00832 -0.45067 -3.08657  -0.882
H -2.06472 -1.36620 -3.67825  0.201
H -1.56626 -2.98375 -4.16149  0.186
H -1.60631 -0.54030 -5.99823  0.229
H -2.69829 -1.92773 -6.06530  0.208
H -0.97105 -2.11580 -6.45205  0.210
H 1.85701 -0.93343 -2.12210  0.258
H 2.52006 0.50273 -2.95453  0.266
H 2.57988 -1.09104 -3.75769  0.238



The following is a DFT calculation (wB97M-V/def2-TZVPD) of a 3-piece molecular cluster, C11H27IO8P3 overall.

Output
M   507.15 g mol⁻¹
Total energy   -2358.4380 a.u.
Spin multiplicity   1
Highest occupied orbital energy   -11.60 eV
Strongest force on any atom   9.96 eV/Å
Net charge   +1
Frontier orbital gap   7.09 eV

Each line ends with the natural charge from an NBO analysis.
CARTESIAN COORDINATES (ANGSTROEM)
C -3.02042 -5.27162 1.84788  -0.035
C -2.72297 -4.42882 0.87799  -0.444
P -2.68848 -3.14000 -0.52651  0.976
C -2.08904 -3.84893 -2.17314  -0.767
C -1.59701 -5.38996 -2.12234  -0.326
C -2.03124 -6.04628 -3.56819  -0.639
I 0.60873 -5.48708 -2.10014  0.134
H -3.54980 -5.99477 2.58718  0.314
H -4.03941 -2.65557 -0.75173  0.096
H -1.86544 -2.00181 -0.14548  0.110
H -1.23441 -3.16881 -2.58815  0.346
H -2.95190 -3.80065 -2.95677  0.290
H -2.04275 -6.01979 -1.27256  0.243
H -1.87974 -5.22184 -4.37928  0.226
H -3.15884 -6.30960 -3.49496  0.225
H -1.36670 -6.95416 -3.79194  0.253
C 1.82969 -2.21933 -0.73933  -0.272
O 2.28875 -1.14254 -1.54097  -0.693
P 1.10026 0.06424 -1.84832  2.257
O 0.22771 -0.91094 -2.63795  -1.062
O 2.12423 0.81683 -2.89887  -0.773
C 3.53012 0.79010 -2.68341  -0.249
O -0.05751 1.31286 -2.07246  -0.656
C 0.36078 2.64434 -1.79303  -0.279
H 2.68319 -2.85425 -0.48667  0.204
H 1.38258 -1.84009 0.18211  0.165
H 1.10889 -2.82249 -1.29286  0.191
H 3.95866 -0.09569 -3.15720  0.191
H 3.77630 0.80603 -1.62013  0.182
H 3.97005 1.67419 -3.15167  0.196
H 0.91943 3.04744 -2.64048  0.190
H 0.97693 2.67343 -0.89198  0.200
H -0.52404 3.26234 -1.63770  0.206
C -1.05609 1.88374 2.55149  -0.266
O 0.04741 2.60740 3.08037  -0.704
P 0.08231 4.27601 2.65342  2.254
O 0.27289 3.95643 1.17486  -1.028
O 1.57116 4.42502 3.34980  -0.777
C 1.91902 3.64567 4.48744  -0.248
O 0.07440 5.95942 2.30842  -0.650
C 0.23601 6.84875 3.40557  -0.273
H -1.05510 0.88360 2.99411  0.185
H -1.99194 2.38453 2.80514  0.183
H -0.96629 1.77537 1.46829  0.195
H 2.34653 2.69372 4.16523  0.187
H 1.05902 3.47269 5.13710  0.180
H 2.67883 4.18498 5.05882  0.194
H 1.29299 6.93533 3.66610  0.194
H -0.33398 6.50214 4.27105  0.171
H -0.12874 7.83377 3.11155  0.202



The following is a DFT calculation (wB97M-V/def2-TZVPD) of a 3-piece molecular cluster, C11H27N3O2PS overall.

Output
M   296.40 g mol⁻¹
Total energy   -1489.3719 a.u.
Spin multiplicity   1
Highest occupied orbital energy   -12.00 eV
Strongest force on any atom   1.55 eV/Å
Net charge   +1
Frontier orbital gap   9.25 eV

Each line ends with the natural charge from an NBO analysis.
CARTESIAN COORDINATES (ANGSTROEM)
N 2.24266 -0.56394 0.27954  -0.768
C 0.93544 -0.17683 0.19261  0.605
N 0.49602 0.85825 -0.52752  -0.495
C -0.87600 0.96986 -0.37557  -0.024
C -1.25743 -0.02235 0.45489  -0.213
P -2.86882 -0.44201 1.13736  0.853
S -2.78588 -0.54755 3.06841  -0.518
N -0.10976 -0.73127 0.78968  -0.492
H 2.35972 -1.26332 1.00769  0.410
H 2.83230 0.21821 0.55060  0.411
H 1.07969 1.45644 -1.09323  0.454
H -1.46435 1.74186 -0.84588  0.274
H -3.65111 0.60803 0.64546  0.002
H -3.26466 -1.63431 0.51911  0.003
H -0.06861 -1.53898 1.41270  0.481
C 2.32621 -5.20432 2.65896  -0.647
C 2.16172 -3.69788 2.70226  -0.058
O 0.83503 -3.26193 2.97054  -0.578
C 0.27818 -3.68207 4.21624  -0.070
C 1.05384 -3.20726 5.42937  -0.647
H 1.65920 -5.64261 1.91622  0.217
H 3.35323 -5.45925 2.39886  0.228
H 2.10416 -5.66346 3.62155  0.218
H 2.41053 -3.28469 1.71919  0.151
H 2.86045 -3.25411 3.41929  0.172
H 0.16201 -4.76915 4.22784  0.173
H -0.72580 -3.25925 4.23330  0.199
H 2.06385 -3.61761 5.46101  0.207
H 0.54252 -3.52019 6.33873  0.233
H 1.13403 -2.11925 5.43298  0.211
C -2.14138 5.15265 -5.30621  -0.647
C -1.85238 4.98561 -3.82653  -0.067
O -1.84719 3.63107 -3.38704  -0.545
C -0.90058 2.78060 -3.99864  -0.063
C 0.54446 3.20826 -3.78978  -0.644
H -3.09813 4.69729 -5.56286  0.219
H -2.18177 6.21198 -5.55741  0.228
H -1.37429 4.69416 -5.93178  0.203
H -2.63437 5.46774 -3.24172  0.195
H -0.91112 5.47712 -3.55782  0.160
H -1.11001 2.65358 -5.06523  0.178
H -1.06084 1.80286 -3.53606  0.165
H 0.75985 4.17225 -4.24805  0.226
H 1.22102 2.47507 -4.23130  0.221
H 0.76840 3.30069 -2.72173  0.178